Below is a molecular structure, C45H53Cl2GeN5O2ReSi, with properties calculated with ωB97M-V/def2-TZVPD.

Structure (ORCA input):
```
! wB97M-V def2-TZVPD RIJCOSX def2/J DEFGRID3
* xyz 2 2
Re -0.506 0.776 0.836
Cl -3.990 2.765 6.432
C -3.609 2.371 4.808
C -2.436 1.683 4.553
C -2.128 1.378 3.233
N -0.950 0.764 2.757
C -0.208 -0.008 3.685
O -0.651 -0.513 4.673
C 1.201 -0.050 3.258
C 2.206 -0.519 4.074
C 3.518 -0.360 3.655
C 3.747 0.302 2.461
C 2.669 0.729 1.706
N 1.399 0.525 2.063
C -2.966 1.743 2.197
C -4.148 2.424 2.447
C -4.461 2.744 3.758
Cl -5.905 3.612 4.068
N -2.463 1.352 0.937
C -3.438 0.852 0.060
O -4.612 0.756 0.287
C -2.828 0.480 -1.228
C -3.601 0.177 -2.327
C -2.975 0.033 -3.556
C -1.610 0.257 -3.616
C -0.917 0.533 -2.451
N -1.493 0.598 -1.249
H -1.799 1.405 5.376
H 1.939 -0.976 5.017
H 4.340 -0.720 4.259
H 4.745 0.492 2.087
H 2.851 1.263 0.797
H -4.818 2.718 1.657
H -4.670 0.087 -2.192
H -3.542 -0.210 -4.444
H -1.059 0.215 -4.546
H 0.135 0.716 -2.521
C 0.947 -0.359 -0.400
Si 2.189 0.663 -1.419
C 1.629 2.470 -1.051
N 0.381 2.650 -0.198
C -0.703 3.419 -0.968
C -1.238 4.645 -0.248
C -0.119 5.638 0.032
C 1.040 4.927 0.755
C 0.725 3.462 1.031
C 2.103 0.213 -3.234
C 1.798 -1.089 -3.643
C 1.812 -1.437 -4.985
C 2.122 -0.483 -5.946
C 2.427 0.815 -5.560
C 2.422 1.156 -4.214
C 3.977 0.415 -0.928
C 4.895 1.447 -0.730
C 6.212 1.176 -0.379
C 6.628 -0.138 -0.218
C 5.731 -1.180 -0.422
C 4.420 -0.903 -0.779
H 1.495 -1.047 0.245
H 0.408 -0.996 -1.100
H 1.509 3.028 -1.979
H 2.451 2.969 -0.534
H -1.522 2.753 -1.190
H -0.268 3.730 -1.919
H -1.764 4.357 0.666
H -1.993 5.088 -0.900
H -0.489 6.478 0.617
H 0.229 6.050 -0.917
H 1.240 5.385 1.724
H 1.968 5.011 0.188
H -0.124 3.393 1.716
H 1.574 2.992 1.519
H 1.549 -1.851 -2.909
H 1.586 -2.453 -5.284
H 2.135 -0.753 -6.993
H 2.678 1.557 -6.305
H 2.685 2.172 -3.935
H 4.601 2.485 -0.858
H 6.914 1.988 -0.243
H 7.654 -0.352 0.050
H 6.059 -2.206 -0.314
H 3.738 -1.731 -0.949
C -2.677 -4.230 3.041
C -1.303 -4.884 2.977
C -0.391 -4.340 1.878
C -0.118 -2.824 1.993
Ge -1.374 -1.766 0.912
C -1.588 -2.565 -0.865
C -2.870 -3.402 -0.968
C -3.154 -3.854 -2.401
C -2.059 -4.733 -2.993
H -3.316 -4.741 3.761
H -3.186 -4.265 2.074
H -2.616 -3.186 3.358
H -1.417 -5.959 2.823
H -0.800 -4.766 3.941
H -0.806 -4.591 0.897
H 0.567 -4.861 1.933
H 0.887 -2.600 1.624
H -0.160 -2.528 3.042
H -2.746 -1.516 1.562
H -0.701 -3.178 -1.047
H -1.604 -1.800 -1.644
H -3.722 -2.823 -0.597
H -2.796 -4.281 -0.322
H -3.299 -2.968 -3.030
H -4.101 -4.396 -2.411
H -1.117 -4.191 -3.106
H -2.343 -5.098 -3.979
H -1.872 -5.603 -2.360
*
```

Properties
LUMO energy (spin up / spin down) = -7.3 / -7.4 eV
Frontier orbital gap (spin up / spin down) = 5.891 / 5.829 eV
Energy relative to the best compared isomer or geometry (same formula, charge and spin) = 0.0 kJ/mol
DFT total energy = -150626.5752 eV
⟨S²⟩ = 0.77